{"formula": "C35H27EuN5O5", "method": "ωB97M-V/def2-TZVPD", "species": ["Eu", "O", "C", "N", "C", "O", "C", "C", "C", "C", "C", "N", "C", "C", "C", "C", "C", "N", "H", "H", "H", "H", "H", "H", "H", "H", "O", "C", "C", "O", "O", "C", "C", "C", "C", "C", "C", "C", "C", "C", "C", "C", "C", "H", "H", "H", "H", "H", "H", "H", "H", "H", "H", "H", "N", "C", "C", "C", "C", "C", "C", "C", "C", "N", "C", "H", "H", "H", "H", "H", "H", "H", "H"], "positions_angstrom": [[-0.554, 0.344, 0.048], [-4.552, 1.623, 0.689], [-3.391, 1.376, 0.925], [-2.731, 0.224, 0.594], [-2.960, -0.355, -0.604], [-3.308, 0.204, -1.635], [-2.551, -1.812, -0.615], [-3.396, -2.790, -1.121], [-2.989, -4.114, -1.082], [-1.746, -4.406, -0.543], [-0.958, -3.365, -0.080], [-1.329, -2.081, -0.120], [-2.540, 2.368, 1.705], [-3.159, 3.446, 2.332], [-2.371, 4.428, 2.912], [-0.991, 4.298, 2.841], [-0.455, 3.177, 2.223], [-1.204, 2.228, 1.654], [-4.350, -2.499, -1.532], [-3.631, -4.898, -1.453], [-1.388, -5.422, -0.481], [0.022, -3.563, 0.338], [-4.236, 3.493, 2.340], [-2.818, 5.282, 3.397], [-0.337, 5.054, 3.244], [0.620, 3.045, 2.157], [0.520, -0.290, 2.056], [1.932, -0.203, 1.656], [2.105, 1.176, 0.869], [3.004, 1.919, 1.179], [1.237, 1.367, -0.048], [2.850, -0.150, 2.853], [4.123, -0.705, 2.810], [4.978, -0.579, 3.890], [4.577, 0.115, 5.019], [3.320, 0.690, 5.059], [2.459, 0.559, 3.985], [2.190, -1.396, 0.746], [2.231, -2.674, 1.311], [2.506, -3.782, 0.527], [2.732, -3.635, -0.834], [2.694, -2.374, -1.402], [2.418, -1.256, -0.623], [0.518, -0.525, 2.999], [4.452, -1.228, 1.925], [5.961, -1.018, 3.844], [5.249, 0.220, 5.857], [3.010, 1.255, 5.927], [1.492, 1.042, 4.025], [2.078, -2.797, 2.374], [2.567, -4.760, 0.980], [2.948, -4.500, -1.444], [2.907, -2.250, -2.454], [2.465, -0.274, -1.082], [-1.066, 2.522, -1.313], [-1.394, 2.209, -2.662], [-2.125, 3.071, -3.445], [-2.366, 2.804, -4.799], [-1.886, 1.663, -5.375], [-1.223, 0.701, -4.584], [-0.821, -0.546, -5.103], [-0.254, -1.467, -4.261], [-0.079, -1.136, -2.913], [-0.393, 0.036, -2.387], [-0.970, 0.963, -3.207], [-0.054, 2.685, -1.220], [-1.559, 3.372, -1.038], [-2.518, 3.980, -3.015], [-2.909, 3.524, -5.389], [-2.022, 1.468, -6.427], [-0.977, -0.765, -6.149], [0.046, -2.444, -4.607], [0.353, -1.871, -2.240]], "atomic_forces_ev_per_a": [[-0.5, -0.9, 0.1], [0.2, 0.1, 0.0], [-0.4, 0.4, 0.4], [-0.7, 0.1, 0.5], [-1.4, -0.3, -0.7], [-0.1, -0.4, 0.3], [0.1, -0.4, -0.2], [0.1, 0.2, 0.0], [0.1, 0.2, 0.1], [-0.1, 0.2, 0.0], [0.3, 0.0, 0.0], [-0.6, -0.2, 0.0], [-0.2, 0.4, 0.0], [0.1, -0.2, 0.0], [0.1, -0.2, -0.1], [-0.1, -0.2, 0.0], [0.2, 0.0, 0.0], [-0.6, 0.0, 0.0], [-0.1, 0.0, 0.0], [0.0, 0.0, 0.0], [0.1, -0.1, 0.0], [-0.1, 0.0, -0.1], [-0.1, 0.0, -0.1], [0.0, 0.0, 0.0], [0.1, 0.0, 0.1], [0.0, 0.0, 0.0], [0.7, 0.0, 0.7], [0.7, 0.3, -0.4], [1.4, -0.3, 1.4], [-0.2, -0.1, -0.2], [1.1, 1.4, -0.7], [-0.2, -0.1, 0.2], [-0.1, 0.0, -0.1], [0.0, 0.0, 0.0], [0.0, 0.0, 0.0], [0.0, 0.0, 0.1], [0.0, -0.1, -0.1], [0.1, 0.1, -0.1], [0.0, 0.0, -0.2], [0.0, 0.1, 0.2], [0.0, 0.1, -0.2], [0.0, -0.1, 0.0], [0.3, 0.0, 0.2], [-0.3, 0.1, -0.3], [0.1, -0.1, -0.1], [0.1, 0.0, 0.0], [0.0, 0.0, 0.1], [0.0, 0.0, 0.1], [-0.1, 0.1, 0.0], [0.0, 0.0, 0.1], [0.0, -0.1, 0.1], [0.1, -0.1, 0.0], [0.0, 0.0, -0.1], [-0.1, -0.1, 0.0], [0.2, -0.1, 0.0], [-0.1, 0.2, -0.7], [0.3, -0.3, 0.4], [0.1, -0.3, -0.3], [-0.1, 0.2, 0.1], [0.2, 0.1, 0.4], [0.2, -0.1, 0.4], [-0.1, 0.1, -0.2], [0.1, 0.1, 0.2], [0.0, -0.3, -0.6], [-0.3, 0.3, -0.4], [-0.4, 0.2, -0.1], [0.2, -0.3, 0.1], [0.0, 0.1, 0.1], [-0.1, 0.1, -0.1], [-0.1, 0.0, -0.1], [0.0, 0.0, -0.1], [0.0, 0.0, 0.0], [-0.1, 0.1, -0.1]], "spin_multiplicity": 7, "total_charge": 1, "e_tot_ha": -2710.220999, "lumo_ev": [-3.07, -2.98], "homo_energy_ev": [-11.3, -11.3], "e_above_lowest_kcal_mol": 5.0}

=====

{"formula": "C35H27IrN7O2Se", "method": "ωB97M-V/def2-TZVPD", "species": ["Ir", "C", "C", "C", "C", "C", "C", "C", "C", "N", "C", "O", "C", "C", "C", "C", "C", "N", "C", "O", "N", "C", "C", "C", "C", "C", "C", "C", "C", "H", "H", "H", "H", "H", "H", "H", "H", "H", "H", "H", "H", "H", "H", "H", "H", "H", "H", "H", "H", "H", "Se", "N", "C", "C", "C", "C", "C", "N", "C", "C", "N", "C", "C", "C", "C", "C", "N", "H", "H", "H", "H", "H", "H"], "positions_angstrom": [[1.289, -0.545, 0.395], [0.973, -3.414, -1.027], [-0.401, -3.862, -0.637], [-0.748, -5.201, -0.766], [-2.007, -5.647, -0.411], [-2.926, -4.756, 0.122], [-2.606, -3.417, 0.293], [-3.587, -2.457, 0.912], [-1.350, -2.974, -0.143], [-1.110, -1.572, 0.032], [-1.139, -0.715, -0.906], [-1.085, -0.996, -2.212], [-1.118, 0.711, -0.469], [-2.016, 1.728, -0.717], [-1.822, 2.933, -0.039], [-0.812, 3.067, 0.910], [0.017, 1.985, 1.119], [-0.135, 0.895, 0.395], [0.986, 1.748, 2.227], [1.469, 2.621, 2.897], [1.196, 0.387, 2.377], [1.159, -0.291, 3.610], [0.345, 0.163, 4.667], [-0.646, 1.282, 4.504], [0.450, -0.460, 5.907], [1.269, -1.552, 6.105], [1.969, -2.071, 5.029], [1.911, -1.461, 3.791], [2.695, -2.031, 2.657], [1.696, -4.216, -0.886], [1.022, -3.085, -2.068], [1.286, -2.561, -0.399], [-0.018, -5.898, -1.160], [-2.265, -6.690, -0.531], [-3.903, -5.105, 0.433], [-4.383, -2.997, 1.419], [-3.090, -1.803, 1.630], [-4.053, -1.821, 0.154], [-2.855, 1.587, -1.386], [-2.492, 3.761, -0.232], [-0.677, 3.969, 1.491], [-0.176, 2.251, 4.690], [-1.076, 1.309, 3.500], [-1.458, 1.163, 5.218], [-0.152, -0.089, 6.728], [1.331, -2.026, 7.074], [2.574, -2.961, 5.159], [2.778, -3.114, 2.727], [2.170, -1.791, 1.713], [3.701, -1.608, 2.593], [5.983, -0.447, -5.695], [4.238, -0.607, -5.593], [3.897, -0.411, -4.334], [2.551, -0.465, -3.855], [1.442, -0.821, -4.686], [0.196, -0.758, -4.193], [-0.028, -0.237, -2.814], [1.127, -0.257, -1.937], [2.315, -0.255, -2.467], [3.431, -0.028, -1.548], [3.151, 0.120, -0.227], [4.121, 0.434, 0.631], [5.439, 0.586, 0.227], [5.754, 0.388, -1.101], [4.735, 0.080, -2.008], [4.990, -0.136, -3.432], [6.180, -0.115, -3.962], [1.645, -1.150, -5.697], [-0.683, -1.047, -4.754], [-0.351, 0.814, -2.886], [3.823, 0.586, 1.662], [6.198, 0.851, 0.949], [6.771, 0.461, -1.464]], "atomic_forces_ev_per_a": [[-2.6, 3.4, 0.8], [0.1, -0.1, -0.1], [0.0, 0.1, -0.1], [0.1, 0.0, 0.0], [-0.1, 0.0, 0.0], [0.0, 0.0, 0.1], [-0.1, 0.2, 0.0], [0.0, 0.0, -0.1], [-0.2, -0.2, 0.0], [0.4, 0.2, 0.5], [0.0, -0.4, 0.1], [-0.3, -0.1, -0.1], [-0.3, 0.0, 0.0], [0.0, 0.1, 0.0], [0.0, 0.0, 0.0], [-0.1, 0.0, -0.1], [0.1, 0.3, 0.1], [1.2, -0.5, -1.2], [0.9, -0.3, 0.5], [-0.3, 0.2, 0.2], [0.5, -1.2, -1.4], [0.1, 0.0, 0.6], [-0.1, 0.1, -0.2], [0.2, 0.1, 0.1], [-0.1, 0.0, 0.0], [0.0, -0.1, 0.0], [0.0, -0.2, 0.1], [0.1, 0.3, -0.1], [0.5, -0.2, 0.3], [0.0, 0.0, 0.0], [0.0, 0.0, 0.0], [0.1, -0.5, -0.2], [0.0, 0.0, 0.0], [0.0, 0.0, 0.0], [0.0, 0.0, 0.0], [0.0, 0.0, 0.0], [0.0, 0.0, 0.0], [0.0, 0.0, 0.0], [0.0, 0.0, 0.0], [0.0, 0.0, 0.0], [0.0, 0.0, 0.0], [-0.1, 0.0, 0.0], [-0.1, -0.1, 0.0], [0.0, 0.0, 0.0], [0.0, 0.0, 0.0], [0.0, 0.0, 0.0], [0.0, 0.0, 0.0], [0.0, 0.0, -0.1], [0.1, -0.5, -0.3], [0.0, 0.0, -0.1], [0.2, 0.0, -0.2], [-0.3, 0.0, 0.0], [0.2, 0.0, 0.2], [0.0, 0.1, -0.2], [0.1, 0.0, 0.0], [0.1, -0.1, 0.1], [-0.1, 0.0, -0.3], [0.1, -0.9, 0.6], [0.3, 0.1, -0.2], [0.2, -0.1, 0.0], [-0.9, -0.2, 0.8], [0.0, 0.2, 0.3], [0.1, 0.0, -0.2], [0.0, -0.1, 0.0], [0.1, 0.0, 0.0], [-0.2, 0.0, -0.1], [0.0, 0.1, 0.2], [0.0, 0.0, 0.0], [0.0, 0.1, 0.0], [-0.1, 0.0, 0.0], [-0.1, -0.1, 0.0], [-0.1, 0.0, 0.0], [0.0, 0.0, 0.0]], "spin_multiplicity": 2, "total_charge": 2, "e_tot_ha": -4388.844668, "lumo_ev": [-7.74, -8.30], "homo_energy_ev": [-12.8, -12.8], "e_above_lowest_kcal_mol": 129.1}

=====

{"formula": "C35H27N6O2PdSe", "method": "ωB97M-V/def2-TZVPD", "species": ["Pd", "C", "C", "N", "C", "C", "C", "C", "C", "C", "C", "C", "C", "N", "C", "H", "H", "H", "H", "H", "H", "H", "H", "O", "C", "N", "C", "C", "O", "N", "C", "C", "C", "C", "C", "C", "C", "C", "C", "C", "C", "C", "H", "H", "H", "H", "H", "H", "H", "H", "H", "H", "H", "C", "N", "C", "Se", "N", "C", "C", "C", "C", "C", "C", "H", "H", "H", "H", "H", "H", "H", "H"], "positions_angstrom": [[0.636, 0.151, 1.659], [1.928, -1.140, 5.567], [1.909, -0.516, 4.313], [1.082, -0.885, 3.356], [0.201, -1.899, 3.594], [0.181, -2.600, 4.803], [1.076, -2.186, 5.810], [-0.736, -3.693, 4.961], [-1.567, -4.063, 3.961], [-1.580, -3.356, 2.714], [-2.398, -3.699, 1.620], [-2.329, -2.965, 0.462], [-1.480, -1.852, 0.405], [-0.723, -1.503, 1.423], [-0.734, -2.255, 2.552], [2.625, -0.792, 6.315], [2.590, 0.290, 4.071], [1.081, -2.697, 6.764], [-0.736, -4.226, 5.902], [-2.240, -4.901, 4.086], [-3.066, -4.546, 1.699], [-2.931, -3.218, -0.398], [-1.422, -1.227, -0.478], [-0.932, 2.085, 2.330], [-0.849, 2.250, 1.116], [-1.258, 3.287, 0.362], [-1.003, 3.057, -1.061], [-0.218, 1.719, -0.982], [0.272, 1.161, -1.956], [-0.208, 1.315, 0.291], [-2.320, 2.883, -1.811], [-2.960, 1.649, -1.859], [-4.197, 1.519, -2.470], [-4.813, 2.626, -3.036], [-4.184, 3.860, -2.987], [-2.944, 3.988, -2.380], [-0.094, 4.109, -1.675], [0.493, 5.101, -0.902], [1.340, 6.035, -1.487], [1.613, 5.976, -2.843], [1.035, 4.978, -3.617], [0.185, 4.051, -3.040], [-1.898, 3.977, 0.719], [-2.494, 0.775, -1.420], [-4.680, 0.552, -2.506], [-5.777, 2.525, -3.516], [-4.656, 4.728, -3.427], [-2.455, 4.953, -2.360], [0.304, 5.150, 0.161], [1.785, 6.808, -0.875], [2.273, 6.702, -3.298], [1.244, 4.925, -4.678], [-0.266, 3.277, -3.646], [3.683, -2.589, 1.139], [3.005, -2.150, -0.067], [2.654, -0.880, -0.343], [2.937, 0.595, 0.771], [2.038, -0.848, -1.529], [1.927, -2.136, -2.022], [1.329, -2.636, -3.171], [1.399, -4.002, -3.364], [2.051, -4.838, -2.449], [2.645, -4.342, -1.304], [2.562, -2.971, -1.101], [3.223, -2.110, 2.002], [4.738, -2.324, 1.106], [3.580, -3.668, 1.218], [1.480, -0.024, -1.814], [0.839, -1.983, -3.880], [0.951, -4.439, -4.245], [2.096, -5.900, -2.648], [3.155, -4.998, -0.612]], "atomic_forces_ev_per_a": [[0.5, -0.4, -0.5], [0.0, -0.1, 0.0], [0.2, 0.0, 0.0], [-0.3, -0.2, -0.1], [-0.2, -0.1, -0.1], [0.1, 0.1, -0.1], [0.0, 0.0, -0.1], [-0.1, -0.1, 0.0], [0.0, 0.0, 0.1], [0.1, 0.1, 0.0], [0.0, 0.0, 0.0], [0.0, -0.1, 0.0], [0.0, 0.0, 0.1], [-0.2, -0.1, 0.4], [0.3, 0.0, 0.0], [0.0, 0.0, 0.0], [0.0, 0.0, 0.0], [0.0, 0.0, 0.0], [0.0, 0.0, 0.0], [0.0, 0.0, 0.0], [0.0, 0.0, 0.0], [0.0, 0.0, 0.0], [0.0, 0.0, 0.0], [-0.1, 0.1, -0.4], [0.2, 0.0, 0.1], [-0.1, 0.1, -0.1], [-0.1, -0.1, 0.1], [0.0, 0.1, -0.2], [0.0, 0.0, 0.0], [0.0, 0.1, 0.6], [0.0, 0.0, 0.0], [0.0, 0.0, 0.0], [0.0, 0.0, 0.0], [0.0, 0.0, 0.0], [0.0, 0.0, 0.0], [0.0, 0.0, 0.0], [0.1, 0.0, 0.0], [0.0, 0.0, 0.0], [0.0, 0.0, 0.0], [0.0, 0.0, 0.0], [0.0, 0.0, 0.0], [0.0, 0.0, 0.0], [0.0, 0.0, -0.1], [0.0, 0.0, 0.0], [0.0, 0.0, 0.0], [0.0, 0.0, 0.0], [0.0, 0.0, 0.0], [0.0, 0.0, 0.0], [0.0, 0.0, 0.0], [0.0, 0.0, 0.0], [0.0, 0.0, 0.0], [0.0, 0.0, 0.0], [0.0, 0.0, 0.0], [0.0, 0.0, 0.0], [0.0, 0.1, -0.2], [-0.1, -0.2, 0.0], [0.0, 0.4, 0.4], [0.0, -0.1, 0.3], [0.0, -0.1, 0.1], [0.0, 0.0, 0.0], [0.0, 0.0, 0.0], [0.0, 0.0, 0.0], [0.0, 0.0, 0.0], [0.0, 0.0, -0.1], [0.0, 0.0, 0.0], [0.0, 0.0, 0.0], [0.0, 0.0, 0.0], [-0.1, 0.1, -0.1], [0.0, 0.0, 0.0], [0.0, 0.0, 0.0], [0.0, 0.0, 0.0], [0.0, 0.0, 0.0]], "spin_multiplicity": 1, "total_charge": 1, "e_tot_ha": -4358.241419, "lumo_ev": -3.46, "homo_energy_ev": -10.8, "e_above_lowest_kcal_mol": 22.7}